No. 1
Molecular formula: C5H10Br2N3O3
Method: DFT, ωB97M-V with the def2-TZVPD basis set

Element x y z (Å)
C 0.355 -0.151 1.385
C -1.174 -1.198 -0.397
C 0.759 0.617 -0.851
C -0.342 0.035 0.110
C -2.966 2.555 0.383
N -1.297 1.044 0.557
N -4.440 0.760 0.471
N -1.979 1.830 -0.243
O -3.789 -0.039 1.001
O -5.419 1.040 -0.018
O -1.951 1.830 -1.482
Br -3.945 3.697 -0.877
Br -2.628 3.310 1.997
H 0.566 0.832 1.778
H -0.050 -0.958 2.078
H 1.409 -0.604 1.177
H -1.818 -1.126 -1.286
H -1.632 -1.457 0.517
H -0.456 -2.064 -0.652
H 1.787 0.358 -0.558
H 0.722 0.298 -1.894
H 0.551 1.730 -0.928
H -1.526 1.113 1.614

## Properties
Electronic energy (Ha): -5733.9501
ΔE to the lowest compared entry with this formula, charge and spin (eV): 1.2397
Total charge: +1
Gap between HOMO and LUMO (alpha / beta) (eV): 7.64 / 7.01
HOMO energy (alpha / beta) (eV): -13.5 / -13.6

---

No. 2
Molecular formula: C5H8Cl2
Method: DFT, ωB97M-V with the def2-TZVPD basis set

Element x y z (Å)
C 0.440 1.514 1.484
C 1.644 1.020 0.858
C -1.499 -1.230 -0.824
C 2.106 -0.257 0.859
C -1.166 0.095 -1.366
Cl 1.098 -1.666 1.219
Cl -1.112 1.376 -0.225
H 0.197 2.558 1.365
H -0.185 1.238 2.323
H 2.101 1.795 0.279
H -0.650 -1.918 -0.370
H -2.178 -1.760 -1.682
H -2.182 -1.078 -0.005
H 3.094 -0.548 0.406
H -0.415 0.207 -2.128

## Properties
2S+1: 3
Electronic energy (Ha): -1115.4900
ΔE to the lowest compared entry with this formula, charge and spin (eV): 0.6560
Gap between HOMO and LUMO (alpha / beta) (eV): 7.38 / 8.70
HOMO energy (alpha / beta) (eV): -6.6 / -9.6
⟨S²⟩: 2.038